[1]
{
  "formula": "C4H5NOS",
  "method": "wB97M-V/def2-TZVPD",
  "charge": 0,
  "de_lowest_kcal_mol": 76.09,
  "homo_energy_ev": -8.4,
  "e_lumo_ev": 0.3,
  "e_tot_ha": -683.48666,
  "homo_lumo_gap_ha": 0.3213,
  "elements": ["C", "C", "C", "C", "N", "O", "S", "H", "H", "H", "H", "H"],
  "coordinates": [[0.2086, 1.0673, 0.3563], [-0.9666, 1.7734, 0.1768], [0.0214, -0.2990, -0.0883], [1.2174, -1.1350, 0.1009], [-1.1385, -0.6489, -0.5214], [-1.6671, -1.7411, -1.0695], [-2.2427, 0.7758, -0.5363], [1.0390, 1.5273, 0.7993], [-0.9969, 2.7665, 0.2626], [1.9316, -0.5275, 0.5139], [1.0066, -1.9418, 0.8100], [1.5872, -1.6170, -0.8043]],
  "atomic_forces_ev_per_a": [[-4.64, -0.02, -1.29], [0.97, -4.66, -1.02], [2.32, 0.70, 1.24], [-1.53, -2.77, -0.86], [-3.27, -0.12, -1.88], [1.79, 1.74, 1.45], [1.99, 0.04, 0.83], [1.25, 0.08, 0.29], [-0.78, 3.72, 0.56], [1.98, 1.23, 0.86], [0.00, -0.03, -0.07], [-0.08, 0.10, -0.09]],
  "lowdin_charge": [-0.089, -0.352, -0.357, -0.007, -0.426, -0.181, 1.056, 0.097, 0.017, 0.041, 0.103, 0.099]
}

[2]
{
  "formula": "C4H5NOS",
  "method": "wB97M-V/def2-TZVPD",
  "charge": 0,
  "de_lowest_kcal_mol": 111.53,
  "homo_energy_ev": -9.1,
  "e_lumo_ev": 0.9,
  "smiles": "C1=NSC[C@H]2O[C@H]12",
  "e_tot_ha": -683.43018,
  "homo_lumo_gap_ha": 0.3662,
  "elements": ["C", "N", "S", "C", "C", "O", "C", "H", "H", "H", "H", "H"],
  "coordinates": [[1.1554, -1.1416, -0.4683], [1.5633, -0.1209, -1.0597], [0.5195, 1.2982, -1.3502], [-0.8572, 1.2103, 0.0610], [-0.1855, 0.1863, 0.8881], [-0.9175, -1.0386, 1.1945], [-0.2598, -1.0042, -0.0610], [2.0098, -1.9652, -0.3797], [-1.9034, 1.0386, -0.1749], [-0.8590, 2.0986, 0.7560], [0.7568, 0.4360, 1.3420], [-1.0225, -0.9975, -0.7479]],
  "atomic_forces_ev_per_a": [[1.45, -2.83, 0.38], [0.20, 2.52, -1.86], [-0.35, -0.59, 1.10], [1.26, 2.43, 2.02], [-3.05, -2.34, -2.29], [1.69, 0.29, 1.13], [1.65, -0.37, 3.50], [-2.33, 1.33, 0.12], [0.29, -0.49, -0.65], [0.17, 0.12, -1.57], [-0.03, -0.32, 0.52], [-0.95, 0.23, -2.39]],
  "lowdin_charge": [-0.231, -0.281, 0.850, -0.348, -0.319, 0.020, -0.300, 0.162, 0.092, 0.091, 0.147, 0.118]
}

[3]
{
  "formula": "C4H5NOS",
  "method": "wB97M-V/def2-TZVPD",
  "charge": 0,
  "de_lowest_kcal_mol": 110.39,
  "homo_energy_ev": -9.1,
  "e_lumo_ev": -0.5,
  "e_tot_ha": -683.43199,
  "homo_lumo_gap_ha": 0.3168,
  "elements": ["C", "C", "C", "C", "H", "H", "H", "H", "H", "N", "O", "S"],
  "coordinates": [[0.5217, 1.6512, 0.4448], [-0.3956, 0.6147, 0.2823], [0.1143, -0.7508, 0.4570], [-0.0861, -1.4913, -0.8189], [1.8221, 1.2191, 0.3851], [-1.3308, 1.1979, 0.8973], [1.2214, -0.9558, 1.0384], [-0.7557, -1.4312, 1.1474], [0.4984, -2.4135, -0.9865], [-0.7123, -1.1334, -1.8535], [0.1020, 2.8819, 0.6674], [-0.9995, 0.6111, -1.6608]],
  "atomic_forces_ev_per_a": [[3.20, 7.16, 0.89], [-4.61, 1.49, -0.47], [-1.01, -3.83, 3.52], [2.08, -2.31, -0.99], [-3.62, 1.88, 0.17], [1.96, -2.71, -1.52], [-3.22, 0.86, -1.90], [2.67, 1.97, -1.46], [-0.71, -0.15, 0.70], [0.23, 2.73, 0.72], [3.08, -6.34, -1.17], [-0.05, -0.76, 1.52]],
  "lowdin_charge": [-0.311, -0.531, -0.235, -0.378, 0.206, 0.200, 0.185, 0.198, 0.117, -0.247, -0.054, 0.850]
}

Number 3 is which compound?
C4H5NOS